Record 1
Formula: C2H6N2
Source: OMol25
Level of theory: ωB97M-V with the def2-TZVPD basis set

Its charge is 0. For the frontier orbital gap, the calculation gives 9.247 eV. The calculation puts the relative energy (zero: lowest compared OMol25 entry of this formula, charge and spin) at 34.9 kcal per mole. As for the SMILES: N/C=C/N. For the energy, the calculation gives -5150.407 eV. Its LUMO energy is 1.151 eV.

Geometry (Å):
N (0.00, 1.53, -1.12)
C (0.39, 0.52, -0.15)
C (-0.33, -0.59, 0.03)
N (-0.28, -1.58, 1.07)
H (-0.87, 1.89, -0.74)
H (0.64, 2.30, -0.92)
H (1.15, 0.77, 0.59)
H (-1.01, -0.89, -0.77)
H (-0.33, -2.47, 0.57)
H (0.66, -1.47, 1.45)



Record 2
Formula: C28H22GaN6S7
Source: OMol25
Level of theory: ωB97M-V with the def2-TZVPD basis set

Its charge is +1. For the frontier orbital gap, the calculation gives 5.445 eV. The calculation puts the relative energy (zero: lowest compared OMol25 entry of this formula, charge and spin) at 1.6 kcal per mole. For the energy, the calculation gives -166553.730 eV. Its LUMO energy is -3.892 eV.

Geometry (Å):
Ga (-0.79, 1.03, 0.74)
S (-2.17, -5.53, 3.56)
C (-3.83, -5.77, 3.84)
C (-4.56, -4.66, 3.54)
C (-3.75, -3.59, 3.08)
C (-2.42, -3.91, 3.05)
C (-1.30, -3.05, 2.65)
C (-1.56, -1.80, 2.04)
N (-0.60, -0.98, 1.67)
C (0.68, -1.32, 1.88)
C (1.05, -2.53, 2.47)
C (2.45, -2.80, 2.66)
C (3.39, -1.91, 2.30)
C (3.03, -0.65, 1.70)
C (3.95, 0.34, 1.33)
C (3.53, 1.54, 0.79)
C (2.14, 1.71, 0.62)
N (1.26, 0.79, 0.95)
C (1.68, -0.38, 1.49)
C (4.44, 2.61, 0.40)
C (4.13, 3.89, 0.02)
C (5.27, 4.67, -0.28)
C (6.43, 3.98, -0.11)
S (6.15, 2.38, 0.40)
C (0.02, -3.40, 2.86)
H (-4.19, -6.71, 4.21)
H (-5.64, -4.60, 3.65)
H (-4.16, -2.62, 2.82)
H (-2.57, -1.48, 1.84)
H (2.74, -3.74, 3.12)
H (4.44, -2.12, 2.45)
H (5.01, 0.16, 1.49)
H (1.73, 2.63, 0.21)
H (3.12, 4.28, -0.04)
H (5.23, 5.70, -0.59)
H (7.44, 4.32, -0.27)
H (0.27, -4.34, 3.33)
S (-4.38, 6.94, 2.11)
C (-3.54, 5.58, 1.79)
S (-3.64, 4.14, 2.76)
C (-2.53, 3.17, 1.82)
C (-1.98, 3.76, 0.75)
S (-0.85, 3.02, -0.37)
S (-2.46, 5.42, 0.45)
S (-2.22, 1.53, 2.37)
C (-2.39, 0.17, -5.36)
C (-0.98, -0.40, -5.28)
C (0.06, 0.69, -5.05)
C (-0.87, -1.51, -4.24)
N (-1.16, -1.04, -2.88)
C (-0.37, -0.44, -2.00)
N (-1.12, -0.11, -0.97)
N (-2.38, -0.52, -1.23)
N (-2.41, -1.08, -2.38)
H (-2.45, 0.88, -6.19)
H (-2.65, 0.71, -4.45)
H (-3.13, -0.61, -5.52)
H (-0.75, -0.90, -6.23)
H (-0.16, 1.27, -4.15)
H (0.05, 1.40, -5.88)
H (1.07, 0.29, -4.98)
H (0.13, -1.95, -4.22)
H (-1.60, -2.31, -4.43)
H (0.68, -0.26, -2.12)



Record 3
Formula: C9H11O3
Source: OMol25
Level of theory: ωB97M-V with the def2-TZVPD basis set

Its charge is -1. For the frontier orbital gap, the calculation gives 6.410 eV. The calculation puts the relative energy (zero: lowest compared OMol25 entry of this formula, charge and spin) at 26.1 kcal per mole. For the energy, the calculation gives -15655.168 eV. Its LUMO energy is 3.463 eV.

Geometry (Å):
C (-2.35, -2.07, -1.32)
C (-1.82, -0.22, 1.95)
C (-2.43, -0.88, 0.92)
C (-0.39, 0.09, 1.98)
C (-1.67, -1.35, -0.19)
C (0.33, -0.39, 0.84)
C (-0.31, -1.13, -0.17)
O (0.10, 0.76, 2.93)
H (-2.30, 0.08, 2.88)
H (-3.48, -1.08, 0.80)
H (0.74, 1.97, -0.71)
H (1.40, -0.56, 0.88)
H (-3.36, -1.68, -1.52)
H (-2.49, -3.15, -1.22)
H (0.32, -1.60, -0.93)
H (-1.82, -1.89, -2.26)
C (3.06, 1.70, -0.14)
C (2.51, 2.08, -1.48)
O (3.16, 2.24, -2.48)
O (1.18, 2.23, -1.51)
H (2.34, 1.16, 0.45)
H (3.30, 2.56, 0.49)
H (3.98, 1.12, -0.20)



Record 4
Formula: C17H31F3HfO2P2
Source: OMol25
Level of theory: ωB97M-V with the def2-TZVPD basis set

Its charge is +2. For the frontier orbital gap, the calculation gives 3.568 eV. The calculation puts the relative energy (zero: lowest compared OMol25 entry of this formula, charge and spin) at 171.5 kcal per mole. For the energy, the calculation gives -50237.931 eV. Its LUMO energy is -8.339 eV.

Geometry (Å):
P (2.32, 0.35, -1.67)
P (-0.36, -1.94, 0.36)
C (2.35, -1.18, -0.57)
C (1.21, -2.23, -0.61)
H (2.50, -0.79, 0.46)
H (3.26, -1.70, -0.91)
H (0.94, -2.56, -1.63)
H (1.63, -3.12, -0.12)
C (0.05, -1.83, 2.11)
H (-0.85, -1.60, 2.71)
H (0.90, -1.10, 2.28)
H (0.42, -2.83, 2.40)
C (-1.01, -3.67, 0.15)
H (-0.23, -4.42, 0.41)
H (-1.33, -3.83, -0.91)
H (-1.88, -3.81, 0.81)
C (3.62, 1.26, -0.88)
H (3.47, 2.34, -0.99)
H (4.58, 1.00, -1.35)
H (3.70, 1.03, 0.18)
C (2.86, -0.26, -3.27)
H (2.24, -1.05, -3.69)
H (3.88, -0.62, -3.14)
H (2.84, 0.59, -3.94)
Hf (-0.32, 1.08, 2.44)
C (-1.75, -1.17, -0.73)
C (-1.08, -0.08, 0.12)
C (0.10, 1.00, -0.02)
C (0.39, 2.23, -1.07)
C (0.86, 1.59, -2.39)
C (-0.35, 0.91, -2.77)
C (-0.47, -0.49, -2.69)
C (-1.84, -1.07, -2.20)
C (-1.75, 2.53, 1.56)
H (-2.65, -1.56, -0.26)
H (-1.68, 0.15, 1.05)
H (0.94, 0.30, -0.10)
H (0.69, 1.55, 0.91)
H (-0.52, 2.84, -1.18)
H (1.16, 2.85, -0.59)
H (1.41, 2.19, -3.12)
H (-1.20, 1.51, -3.04)
H (0.31, -0.72, -1.91)
H (-0.03, -1.00, -3.58)
H (-2.67, -0.39, -2.42)
H (-2.03, -2.03, -2.72)
H (-2.69, 2.69, 2.08)
H (-1.98, 2.13, 0.57)
H (-1.27, 3.52, 1.39)
F (-3.82, 2.61, 3.99)
C (-3.23, 1.79, 4.91)
F (-3.22, 2.40, 6.09)
F (-3.94, 0.66, 4.99)
C (-1.84, 1.41, 4.43)
O (-0.92, 2.27, 4.26)
O (-1.73, 0.28, 3.82)